13
Properties=species:S:1:pos:R:3:mulliken_charge:R:1 method="wB97M-V/def2-TZVPD" max_force_ev_per_a=2.0 homo_lumo_gap_ev=10.19 homo_ev=-9.50 smiles=N#C[C@H](N)CN e_tot_ev=-7693.7766
N 2.9314 1.3430 -0.8394 -0.466
C 1.9598 0.7755 -0.5315 0.028
C 0.7607 0.1002 0.2624 0.311
N 0.7136 -1.3231 0.2343 -0.572
C -0.6736 0.6631 -0.1320 -0.362
N -1.7335 -0.3502 -0.2223 -0.588
H 1.0652 0.5025 1.2326 0.135
H -0.2262 -1.6988 0.1368 0.275
H 1.3214 -1.8252 0.8587 0.208
H -0.9547 1.4333 0.5948 0.272
H -0.5644 1.1474 -1.0999 0.350
H -2.4387 -0.2518 0.5011 0.201
H -2.2205 -0.3005 -1.1107 0.208

=====

9
Properties=species:S:1:pos:R:3:mulliken_charge:R:1 method="wB97M-V/def2-TZVPD" max_force_ev_per_a=5.8 homo_lumo_gap_ev=9.88 total_charge=-1 homo_ev=-5.12 e_tot_ev=-16430.1104
N 1.7654 0.1113 0.3202 -0.585
N 0.2753 -0.9791 0.3732 -0.538
O -0.7397 1.4839 0.2523 -0.738
O -2.3793 -0.5183 0.0305 -0.691
P -1.0332 0.1089 -0.2293 0.680
H 1.7876 -0.0835 -0.7302 0.265
H 1.0858 0.9706 0.3434 0.393
H 0.0246 -1.1112 1.2790 0.244
H -0.7866 0.0174 -1.6389 -0.032

=====

118
Properties=species:S:1:pos:R:3:mulliken_charge:R:1 method="wB97M-V/def2-TZVPD" max_force_ev_per_a=0.5 homo_lumo_gap_ev=8.31 homo_ev=-8.17 e_tot_ev=-122297.1892
Ag -0.0267 -0.5408 0.1720 0.019
N -0.6761 2.8464 0.3866 -0.115
P -0.9775 1.6076 -0.7524 0.092
C -2.6907 1.9606 -1.1857 0.324
C -3.6906 1.2993 -0.4767 0.043
C -5.0205 1.6200 -0.6968 -0.879
C -5.3531 2.5878 -1.6340 -0.639
C -4.3594 3.2372 -2.3544 -0.652
C -3.0263 2.9288 -2.1296 -0.549
C 0.0182 2.0925 -2.2009 0.573
C 0.6841 3.3124 -2.2671 -0.131
C 1.4852 3.6091 -3.3627 -0.664
C 1.6329 2.6853 -4.3878 -0.768
C 0.9813 1.4599 -4.3160 -0.442
C 0.1759 1.1601 -3.2268 -0.542
P 0.5255 2.5464 1.5548 1.485
C 1.1450 4.2181 1.9077 -0.032
C 0.4630 5.1521 2.6841 -0.398
C 0.9949 6.4164 2.8865 -0.682
C 2.2154 6.7563 2.3153 -0.577
C 2.9040 5.8306 1.5455 -0.672
C 2.3715 4.5638 1.3452 0.020
C -0.4457 2.1268 3.0380 0.127
C -1.8016 1.8129 2.9883 -0.884
C -2.4773 1.3403 4.1057 -0.859
C -1.7907 1.1712 5.2976 -0.609
C -0.4395 1.4755 5.3737 -0.710
C 0.2238 1.9438 4.2504 0.675
H -1.4256 3.5097 0.5365 0.405
H -3.4266 0.5012 0.2082 0.473
H -5.7970 1.0948 -0.1567 0.426
H -6.3932 2.8287 -1.8136 0.393
H -4.6220 3.9802 -3.0965 0.427
H -2.2526 3.4328 -2.6962 0.391
H 0.5815 4.0266 -1.4590 0.444
H 2.0011 4.5604 -3.4065 0.463
H 2.2594 2.9179 -5.2400 0.399
H 1.0973 0.7330 -5.1105 0.455
H -0.3184 0.1947 -3.1633 0.497
H -0.4826 4.8854 3.1438 0.428
H 0.4593 7.1370 3.4918 0.413
H 2.6301 7.7434 2.4775 0.382
H 3.8594 6.0888 1.1058 0.471
H 2.9172 3.8332 0.7547 0.181
H -2.3399 1.9381 2.0566 0.382
H -3.5299 1.1006 4.0381 0.447
H -2.3016 0.7964 6.1750 0.388
H 0.1070 1.3442 6.3020 0.349
H 1.9270 2.0543 5.1287 0.318
C 0.7196 -8.5042 -3.1805 -1.454
C 0.7170 -7.1997 -2.4315 1.061
C 1.5236 -7.0156 -1.3091 -0.941
C 1.5170 -5.8162 -0.6193 -0.784
C 0.6920 -4.7899 -1.0606 0.080
C -0.1286 -4.9441 -2.1626 0.344
C -0.1047 -6.1554 -2.8408 -1.113
S 0.7717 -3.2579 -0.1248 1.467
O 1.1137 -3.6516 1.2622 -0.654
C 2.2230 -2.6150 -0.9944 1.850
C 1.9735 -2.2858 -2.3534 -1.230
C 2.9558 -1.7211 -3.1030 -0.991
C 4.2267 -1.4362 -2.5390 0.851
C 5.2436 -0.8131 -3.2995 -0.717
C 6.4392 -0.4831 -2.7282 -0.647
C 6.6701 -0.7652 -1.3662 -1.094
C 5.7102 -1.3779 -0.6108 -0.283
C 4.4613 -1.7343 -1.1783 0.377
C 3.4217 -2.3355 -0.3932 -0.606
C 3.6684 -2.6083 1.0512 -0.662
C 4.4515 -3.7363 1.4318 1.101
C 4.9990 -4.6264 0.4703 -0.774
C 5.7252 -5.7138 0.8614 -0.918
C 5.9459 -5.9743 2.2319 -0.679
C 5.4262 -5.1398 3.1773 -0.894
C 4.6636 -4.0055 2.8037 0.656
C 4.0929 -3.1462 3.7740 -1.285
C 3.3474 -2.0724 3.3923 -0.835
C 3.1383 -1.7990 2.0214 0.497
S 2.0747 -0.4162 1.6561 0.004
O 1.5556 2.2531 4.2627 -0.556
C 3.1842 0.6371 0.7442 1.288
C 4.2350 1.2553 1.4099 -0.456
C 5.1038 2.0749 0.7084 -1.473
C 4.9344 2.3001 -0.6577 1.548
C 5.9156 3.1430 -1.4233 -1.906
C 3.8621 1.6939 -1.3012 -0.951
C 2.9951 0.8633 -0.6091 0.437
H 1.4579 -9.1937 -2.7725 0.335
H 0.9496 -8.3469 -4.2355 0.341
H -0.2574 -8.9877 -3.1292 0.328
H 2.1598 -7.8259 -0.9721 0.319
H 2.1270 -5.6738 0.2649 0.489
H -0.7961 -4.1530 -2.4739 0.357
H -0.7537 -6.2894 -3.6988 0.439
H 0.9921 -2.4749 -2.7739 0.195
H 2.7751 -1.4716 -4.1430 0.320
H 5.0487 -0.5942 -4.3432 0.472
H 7.2109 -0.0026 -3.3164 0.433
H 7.6160 -0.4931 -0.9146 0.428
H 5.8929 -1.5850 0.4353 0.648
H 4.8295 -4.4396 -0.5822 0.526
H 6.1341 -6.3846 0.1164 0.446
H 6.5232 -6.8413 2.5264 0.401
H 5.5810 -5.3333 4.2323 0.451
H 4.2488 -3.3586 4.8248 0.361
H 2.8945 -1.4197 4.1277 0.643
H 4.3674 1.0957 2.4732 0.424
H 5.9254 2.5511 1.2319 0.411
H 6.2725 3.9821 -0.8251 0.455
H 5.4712 3.5364 -2.3377 0.393
H 6.7854 2.5459 -1.7107 0.281
H 3.7039 1.8566 -2.3620 0.372
H 2.1793 0.3800 -1.1364 -0.235
F -2.2413 -1.7209 -0.2844 -0.514
B -2.3554 -1.8782 -1.6997 0.684
F -3.2320 -0.9406 -2.2192 -0.322
F -2.7548 -3.1779 -1.9995 -0.336
F -1.0338 -1.6573 -2.2398 -0.283

=====

84
Properties=species:S:1:pos:R:3:mulliken_charge:R:1 method="wB97M-V/def2-TZVPD" max_force_ev_per_a=2.6 homo_lumo_gap_ev="7.42 / 7.43" total_charge=+1 homo_ev="-10.52 / -10.53" e_tot_ev=-155635.4030 multiplicity=3
Tm -0.1495 -0.6202 0.7022 0.963
C -4.1030 2.2412 -1.0667 -0.389
O -4.2246 1.9164 0.3517 -0.452
C -3.1864 1.1226 0.6156 -0.196
N -2.3341 0.8491 -0.2841 0.360
C -2.7262 1.6726 -1.4757 -0.848
C -2.8362 0.9859 -2.8116 0.742
C -2.3512 1.6230 -3.9443 -0.360
C -2.5693 1.0821 -5.2067 -0.782
C -3.2704 -0.1070 -5.3425 -0.489
C -3.7800 -0.7396 -4.2121 -0.868
C -3.5802 -0.1805 -2.9583 -0.181
C -3.0065 0.7712 2.0399 0.537
C -4.0344 0.6798 2.9570 -0.732
C -3.7066 0.4181 4.2779 -0.681
C -2.3729 0.3223 4.6436 -0.775
C -1.4276 0.4488 3.6499 0.556
N -1.7313 0.6434 2.3707 -0.014
C 0.0329 0.4658 3.8759 -0.256
N 0.8671 0.2061 2.9586 0.226
C 2.2101 0.5816 3.4590 -0.505
C 1.9206 1.0152 4.9164 -0.425
O 0.4667 0.8968 5.0562 -0.446
C 2.8453 1.6489 2.5956 0.373
C 4.1910 1.5604 2.2624 -0.483
C 4.7890 2.5358 1.4728 -0.683
C 4.0401 3.6087 1.0077 -0.518
C 2.6935 3.7094 1.3433 -0.782
C 2.1008 2.7354 2.1374 -0.129
H -4.1873 3.3167 -1.1778 0.283
H -4.9162 1.7507 -1.5927 0.403
H -1.9805 2.4628 -1.5575 0.716
H -1.7796 2.5396 -3.8389 0.343
H -2.1787 1.5859 -6.0835 0.429
H -3.4389 -0.5314 -6.3255 0.418
H -4.3557 -1.6540 -4.3121 0.432
H -4.0354 -0.6398 -2.0892 0.461
H -5.0602 0.8087 2.6367 0.580
H -4.4846 0.3153 5.0239 0.470
H -2.0694 0.1600 5.6707 0.561
H 2.8468 -0.3002 3.4477 0.572
H 2.1877 2.0470 5.1050 0.327
H 2.3803 0.3724 5.6576 0.335
H 4.7756 0.7160 2.6160 0.427
H 5.8413 2.4564 1.2198 0.435
H 4.5042 4.3668 0.3867 0.428
H 2.1053 4.5491 0.9879 0.456
H 1.0483 2.8216 2.3923 0.426
C -1.9412 -2.9056 -1.1122 -1.563
N -0.5052 -2.5871 -1.0861 1.263
C 0.2271 -3.8107 -0.7240 -1.594
C -0.0627 -2.1247 -2.4308 -2.095
C 0.3360 -0.6737 -2.5469 0.170
C 0.5137 -0.1897 -3.8410 -0.473
C 1.0197 1.0858 -4.0480 -0.890
C 1.3135 1.8906 -2.9497 -0.900
C 1.0956 1.3947 -1.6687 -0.525
C 0.6135 0.0996 -1.4174 1.827
H -2.1769 -3.5415 -1.9717 0.434
H -2.5229 -1.9972 -1.1750 0.303
H -2.2281 -3.4383 -0.2108 0.533
H -0.0140 -4.6309 -1.4068 0.410
H -0.0317 -4.1142 0.2905 0.243
H 1.2986 -3.6252 -0.7714 0.557
H -0.8360 -2.3586 -3.1665 0.341
H 0.8070 -2.7210 -2.7094 0.542
H 0.2688 -0.8186 -4.6946 0.470
H 1.1672 1.4568 -5.0568 0.402
H 1.7092 2.8926 -3.0923 0.455
H 1.3347 2.0558 -0.8303 0.288
O -2.5373 -2.4528 2.4221 -0.571
N -1.7400 -2.0404 1.6623 0.327
O -0.4763 -2.2504 1.9339 -0.315
Br 4.0640 -5.0220 1.7436 -0.135
C 3.8072 -3.2740 1.1098 -0.495
C 4.8091 -2.6045 0.4331 -0.153
C 4.5498 -1.3205 -0.0211 -1.172
C 3.3064 -0.7639 0.2074 -0.300
N 2.3493 -1.4176 0.8714 0.940
C 2.5930 -2.6549 1.3148 -0.781
H 5.7652 -3.0801 0.2583 0.481
H 5.3008 -0.7589 -0.5617 0.540
H 3.0565 0.2207 -0.1669 0.370
H 1.7969 -3.1566 1.8538 0.798